Entry 1:
A molecular structure, C7H8 at a distorted geometry. Source: the OMol25 dataset; level of theory: wB97M-V/def2-TZVPD.

ΔE to the lowest compared entry with this formula, charge and spin = 3.689 eV
HOMO-LUMO gap (spin up / spin down) = 6.450 / 8.069 eV
spin multiplicity = 3

The geometry in XYZ format:
```
15
Properties=species:S:1:pos:R:3:mulliken_charge:R:1
C -1.25 0.92 -0.04 -0.894
H -0.28 -0.53 2.37 0.341
H 0.53 0.91 2.16 0.317
C 0.31 -1.31 -0.55 -0.882
H -0.66 2.74 -1.20 0.394
C 0.44 -0.07 1.70 -1.290
C 0.43 0.66 -0.86 -0.096
H -2.23 0.92 0.48 0.373
C -0.12 -0.06 0.30 1.431
C 0.61 -0.42 -1.66 -0.681
C -0.58 1.72 -0.82 -0.265
H 1.32 -0.80 1.62 0.314
H 0.92 -0.57 -2.68 0.426
H -0.43 -2.19 -0.82 0.211
H 1.00 -1.94 -0.01 0.301
```

Entry 2:
A molecular structure, C5H6O2 at a distorted geometry. Source: the OMol25 dataset; level of theory: wB97M-V/def2-TZVPD.

ΔE to the lowest compared entry with this formula, charge and spin = 5.467 eV
HOMO-LUMO gap (spin up / spin down) = 9.256 / 5.580 eV
spin multiplicity = 1

The geometry in XYZ format:
```
13
Properties=species:S:1:pos:R:3:mulliken_charge:R:1
C -0.27 1.09 -0.57 -0.590
C -0.29 -0.91 0.53 0.197
C 1.79 -0.22 -0.69 -0.957
H -0.80 0.40 2.21 0.261
O -0.17 -2.05 0.89 -0.532
H 2.30 0.31 -1.49 0.336
H 2.27 -1.09 -0.27 0.337
H -0.09 1.93 -1.25 0.439
H -2.24 -0.18 1.28 0.267
H -0.56 -0.50 -1.59 0.212
C -1.19 0.11 1.23 -0.260
C 0.35 -0.19 -0.64 0.641
O -1.11 1.30 0.37 -0.351
```

Entry 3:
2 unconnected molecules or ions with the total composition C2H4O3 at a distorted geometry. Source: the OMol25 dataset; level of theory: wB97M-V/def2-TZVPD.

ΔE to the lowest compared entry with this formula, charge and spin = 8.540 eV
HOMO-LUMO gap (spin up / spin down) = 8.746 / 8.848 eV
spin multiplicity = 1

The geometry in XYZ format:
```
9
Properties=species:S:1:pos:R:3:mulliken_charge:R:1
O -1.02 -1.11 1.37 -0.247
H 2.01 1.69 -0.65 0.318
H 2.56 -0.04 0.23 0.271
H -2.33 0.79 0.48 0.312
H 1.14 0.08 -1.03 0.225
O -1.96 0.37 -0.31 -0.366
O -1.21 -1.90 0.19 -0.238
C -1.13 -0.51 0.17 0.513
C 1.92 0.63 -0.44 -0.788
```

Entry 4:
C9H18N2O3 in the gas phase at a distorted geometry. Source: the OMol25 dataset; level of theory: wB97M-V/def2-TZVPD.

ΔE to the lowest compared entry with this formula, charge and spin = 3.028 eV
HOMO-LUMO gap = 10.267 eV
spin multiplicity = 1

The geometry in XYZ format:
```
32
Properties=species:S:1:pos:R:3:mulliken_charge:R:1
H -4.07 -1.86 -0.28 0.375
C -2.70 -0.19 -0.64 -0.087
C -0.60 0.32 0.39 0.039
H -2.25 0.33 -1.52 0.357
N -1.48 -0.59 0.03 -0.090
H 4.29 -0.07 -0.52 0.285
H 1.90 2.54 0.37 0.222
C 3.41 -0.17 -1.31 -1.255
H 0.87 -1.97 2.30 0.206
C 0.64 -0.13 1.24 0.451
C -3.61 -1.42 -1.13 -1.344
C 2.71 1.72 0.12 -1.486
N 0.22 -1.18 2.12 -0.748
H -4.36 -0.91 -1.84 0.318
O -3.24 1.91 0.64 -0.484
H 3.45 -1.41 -1.45 0.272
H -3.00 -2.08 -1.72 0.438
H 2.44 -1.22 0.94 0.562
H 0.94 0.73 1.68 0.544
O -0.47 1.50 -0.05 -0.821
H 3.76 0.26 -2.32 0.309
C 2.25 0.40 -0.60 0.788
H 3.46 2.23 -0.64 0.382
H -0.18 -0.96 3.11 0.212
C -3.67 0.78 0.14 0.614
H 1.39 -1.46 -0.35 0.503
O -4.92 0.57 0.04 -0.615
H 1.49 0.82 -1.16 0.454
C 1.76 -0.68 0.27 -1.608
H 3.40 1.43 0.89 0.385
H -2.27 2.08 0.33 0.432
H -1.57 -1.33 0.91 0.395
```

Entry 5:
2 unconnected molecules or ions with the total composition C2HFO3 at a distorted geometry. Source: the OMol25 dataset; level of theory: wB97M-V/def2-TZVPD.

ΔE to the lowest compared entry with this formula, charge and spin = 0.302 eV
HOMO-LUMO gap = 12.482 eV
spin multiplicity = 1

The geometry in XYZ format:
```
7
Properties=species:S:1:pos:R:3:mulliken_charge:R:1
H -1.71 -0.07 1.18 0.219
C -1.06 -0.85 0.69 0.282
C -0.10 3.00 1.89 0.701
O -1.09 2.66 2.38 -0.363
O -0.01 -1.10 0.92 -0.288
F -1.71 -1.46 -0.29 -0.216
O 0.85 3.42 1.42 -0.336
```

Entry 6:
C5H7BClNO2 in the gas phase at a distorted geometry. Source: the OMol25 dataset; level of theory: wB97M-V/def2-TZVPD.

ΔE to the lowest compared entry with this formula, charge and spin = 1.050 eV
HOMO-LUMO gap = 8.673 eV
spin multiplicity = 1

The geometry in XYZ format:
```
17
Properties=species:S:1:pos:R:3:mulliken_charge:R:1
N -0.89 1.74 0.81 -0.424
H 1.01 0.96 0.21 0.005
H -2.42 0.65 1.72 0.411
C -1.65 0.66 0.95 -0.245
Cl 0.85 3.33 -0.03 -0.177
C -0.96 -0.09 -1.23 -0.264
O 0.58 -1.34 1.12 -0.518
C 0.34 -0.40 -1.28 -0.961
H -1.41 0.23 -2.09 0.432
C -1.84 -0.20 -0.08 -0.347
H 2.99 -2.03 0.41 0.303
H 0.76 -0.28 -2.21 0.550
B 1.18 -1.18 -0.11 0.633
O 2.48 -1.60 -0.32 -0.582
C 0.28 1.81 0.42 0.489
H 1.16 -1.24 1.87 0.276
H -2.46 -1.02 -0.18 0.420
```

Entry 7:
A molecular structure, C63H48Br2IN3O5PbS2 at a distorted geometry. Source: the OMol25 dataset; level of theory: wB97M-V/def2-TZVPD.

ΔE to the lowest compared entry with this formula, charge and spin = 3.595 eV
HOMO-LUMO gap = 6.643 eV
spin multiplicity = 1

The geometry in XYZ format:
```
125
Properties=species:S:1:pos:R:3:mulliken_charge:R:1
C -3.44 2.37 4.72 -0.772
C -1.31 3.14 -2.01 -1.205
C 2.21 -5.91 -3.93 -0.727
C 1.79 4.68 -1.22 -0.195
C -1.09 0.00 -3.31 -0.274
C 3.87 -3.59 -0.09 0.075
H 5.41 3.59 5.14 0.304
H -2.47 -3.33 6.41 0.396
C -2.81 -3.29 5.37 -1.720
C -2.35 1.20 -0.86 -0.247
H 5.35 -6.04 1.75 0.454
C -2.81 6.09 1.41 -1.316
H -3.63 -1.36 -6.09 0.407
C 1.87 2.84 3.92 -0.898
H 3.50 5.95 -1.29 0.414
C -1.80 -2.97 3.10 -1.005
C 0.30 -1.52 4.13 0.074
C 2.72 -2.70 -0.05 0.468
C 2.14 4.39 -3.94 -1.038
C -2.61 3.72 2.85 -0.336
O -1.28 0.94 -0.20 0.560
H -0.62 0.97 -3.34 0.567
C 2.09 -6.06 -2.55 -0.851
C -2.23 -2.51 -3.20 -1.038
H -3.81 -0.49 1.19 0.395
C -3.44 -0.81 0.21 -0.990
C -2.65 2.53 3.61 1.090
C 3.08 3.25 4.44 -0.983
C -1.96 -0.40 -4.31 -1.156
C -0.65 -2.06 4.98 -1.038
Pb 0.01 2.45 1.10 1.502
C 3.00 5.20 -3.22 -0.695
H 6.34 -4.66 -2.17 0.440
H -4.33 -2.56 -4.99 0.391
S 1.34 -0.83 1.64 1.163
C 1.64 -1.37 -2.00 0.178
I 1.65 4.99 0.89 0.017
C 0.86 3.90 -1.92 0.042
H 3.76 -4.72 3.12 0.474
H 1.99 -5.10 -0.66 0.472
C 5.70 -4.62 -1.30 -0.787
C -3.63 2.43 -2.52 0.547
C -4.27 4.59 4.45 -0.851
H 4.60 -2.96 -2.03 0.585
H 2.23 -6.79 -4.56 0.412
H -2.68 -3.50 -3.17 0.482
H 1.44 -0.24 -3.81 0.436
C 0.20 -1.69 2.76 0.227
C 4.16 2.36 4.37 0.825
H 2.16 -2.08 -5.28 0.458
Br -1.61 0.98 3.06 0.264
H -1.40 5.21 0.08 0.166
H 4.76 0.40 3.74 0.575
H 1.11 -0.96 4.56 0.407
S 0.49 -0.28 -1.10 0.654
N -4.55 0.48 -1.48 -0.672
C -2.44 2.31 -1.76 0.202
C -4.24 3.43 5.16 -0.796
H -3.43 1.44 5.26 0.542
H 1.01 3.49 3.97 0.679
C 3.56 -4.10 2.25 -1.722
C 2.69 0.79 3.33 0.024
C 2.20 -3.66 -2.26 0.558
O -5.16 3.63 -4.02 -0.585
C -3.48 4.76 3.30 0.865
N -0.21 3.25 -1.33 0.770
H -2.19 0.27 -5.13 0.345
C -1.95 5.06 1.00 -0.267
C -1.73 -2.77 4.48 1.085
O 0.22 -1.22 0.07 -0.283
H 1.98 -7.05 -2.12 0.470
H 0.44 3.11 -3.86 0.393
H -2.89 -2.96 -5.92 0.310
C -1.37 -2.11 -2.20 -0.695
C -1.78 3.89 1.71 0.357
H -1.12 -2.77 -1.39 0.232
O 5.39 2.68 4.83 -0.546
N 1.67 1.65 3.36 0.345
C -0.79 -0.86 -2.27 0.911
C -2.53 -1.67 -4.27 0.901
H 2.31 -4.52 -5.55 0.460
C 2.32 -2.29 1.21 0.152
H 2.28 4.25 -5.00 0.436
Br 2.80 0.84 -0.11 -0.363
H 3.82 5.71 -3.70 0.403
H -2.42 -1.15 0.33 -0.315
C 2.19 -3.52 -3.67 1.287
H -5.53 1.52 -2.92 0.530
C 4.71 -3.68 -1.22 -0.376
H -3.67 -2.63 5.31 0.276
C 4.21 -4.38 1.03 1.184
H -4.15 6.77 2.91 0.372
C 1.69 -1.20 -3.39 -0.618
C -3.54 5.96 2.55 -0.795
H -3.23 3.41 -4.40 0.293
H -4.84 3.30 6.05 0.401
H -3.58 4.52 -3.05 0.313
H 3.19 4.23 4.87 0.341
H -1.40 3.74 -2.93 0.904
C 3.96 1.11 3.82 -1.041
H -5.77 3.73 -3.28 0.375
O 2.51 -0.45 2.89 -0.152
C 5.17 -5.39 0.90 -0.878
H -4.91 5.41 4.77 0.374
C -3.40 -2.16 -5.39 -1.863
H -2.86 7.00 0.82 0.447
C 2.10 -4.97 -1.73 -0.652
C 5.88 -5.54 -0.26 -0.774
C -4.62 1.49 -2.35 -1.004
H -3.12 -4.28 5.06 0.403
C 2.25 -4.66 -4.48 -1.135
C 2.74 -3.02 2.34 -0.503
C 1.10 3.76 -3.30 -0.054
C -3.48 0.33 -0.75 0.484
C -3.85 3.56 -3.51 -0.730
H -0.55 -1.93 6.05 0.367
C -0.85 -2.45 2.26 -0.469
H -0.91 -2.63 1.20 0.324
H -4.08 -1.61 -0.15 0.439
C 2.07 -2.22 -4.21 -1.593
H 2.36 -2.72 3.30 0.265
H -2.62 -3.55 2.70 0.435
H 6.61 -6.33 -0.36 0.422
C 2.83 5.33 -1.86 -0.509
C 2.16 -2.50 -1.40 0.911
```

Entry 8:
C7H9NO2 in the gas phase at a distorted geometry. Source: the OMol25 dataset; level of theory: wB97M-V/def2-TZVPD.

ΔE to the lowest compared entry with this formula, charge and spin = 5.696 eV
HOMO-LUMO gap (spin up / spin down) = 4.462 / 6.996 eV
spin multiplicity = 3

The geometry in XYZ format:
```
19
Properties=species:S:1:pos:R:3:mulliken_charge:R:1
H 1.72 -1.97 0.09 0.383
C 1.89 0.49 -1.16 -1.421
C 1.09 1.13 1.14 -1.056
O -0.17 -1.59 -0.09 -0.310
O -2.25 1.09 0.64 -0.349
H -3.78 0.90 -0.68 0.436
C 1.33 0.23 0.25 0.971
H 1.22 -1.56 1.66 0.231
H 2.87 0.87 -1.01 0.426
C -2.39 -0.77 -0.61 -0.605
C 1.05 -1.28 0.57 -0.584
H 1.98 -0.39 -1.69 0.404
H -2.75 -1.62 -1.01 0.428
N -1.02 0.43 0.83 -0.027
H 1.35 2.15 0.95 0.358
H 0.62 0.86 2.05 0.417
C -1.13 -0.65 0.05 0.430
H 1.37 1.29 -1.77 0.287
C -3.01 0.39 -0.20 -0.419
```

Entry 9:
C4H7F in the gas phase at a distorted geometry. Source: the OMol25 dataset; level of theory: wB97M-V/def2-TZVPD.

ΔE to the lowest compared entry with this formula, charge and spin = 1.539 eV
HOMO-LUMO gap = 11.014 eV
spin multiplicity = 1

The geometry in XYZ format:
```
12
Properties=species:S:1:pos:R:3:mulliken_charge:R:1
H 1.77 0.30 -1.13 0.219
C -1.32 0.74 -0.30 -1.285
H -2.06 1.01 0.40 0.327
C -0.39 -0.32 0.02 0.826
H 1.59 -1.45 -0.71 0.273
H -1.76 0.43 -1.18 0.402
C 1.08 -0.49 -0.53 -0.634
C 0.84 -0.21 0.94 -0.612
F -1.12 -1.38 0.32 -0.310
H 0.77 -0.96 1.71 0.278
H -0.74 1.64 -0.82 0.270
H 1.35 0.70 1.27 0.247
```

Entry 10:
15 unconnected molecules or ions with the total composition H30O15 at a distorted geometry. Source: the OMol25 dataset; level of theory: wB97M-V/def2-TZVPD.

ΔE to the lowest compared entry with this formula, charge and spin = 2.930 eV
HOMO-LUMO gap = 10.650 eV
spin multiplicity = 1

The geometry in XYZ format:
```
45
Properties=species:S:1:pos:R:3:mulliken_charge:R:1
H 2.58 -0.68 2.96 0.297
H 0.46 0.95 2.93 0.246
H 5.05 -1.14 0.50 0.278
O 0.27 -2.00 -1.17 -0.583
H -0.58 1.36 -2.65 0.262
H -3.17 0.24 -1.85 0.305
O 0.80 1.09 3.82 -0.621
H 3.96 -0.09 0.30 0.480
H -1.03 0.84 -4.72 0.326
H 2.46 1.07 0.99 0.305
O -1.87 -1.29 -2.29 -0.726
H -2.99 0.24 3.40 0.291
H 0.67 -1.52 -1.90 0.258
H 0.14 0.65 4.39 0.357
O 2.21 0.91 0.07 -0.783
H -3.57 -1.28 1.90 0.263
H 2.65 1.71 -0.29 0.291
O -2.73 -1.38 1.47 -0.570
O -0.85 3.27 2.35 -0.608
O 1.55 0.15 -2.38 -0.646
O -2.33 0.24 4.10 -0.658
H -0.59 -4.47 -0.63 0.268
H -1.75 0.96 3.79 0.307
H 1.59 0.61 -1.54 0.436
H -0.60 3.78 1.57 0.301
O -0.47 2.24 -2.30 -0.613
O -2.93 1.08 -1.43 -0.542
H -1.94 -1.07 1.91 0.309
H 3.97 -1.01 2.69 0.266
O 4.86 -0.30 0.08 -0.640
H 0.00 -0.30 0.52 0.029
O 3.18 -0.75 2.20 -0.565
O -0.16 0.21 1.34 -0.326
H -1.16 -3.58 -1.65 0.339
H -2.37 -1.57 -1.51 0.319
H -0.19 2.89 -2.94 0.327
H -0.04 -0.33 -4.76 0.329
H 0.35 1.01 0.99 0.379
H -3.38 1.81 -1.86 0.253
O -1.46 -4.20 -0.97 -0.616
H -1.06 2.40 1.99 0.306
H -0.96 -1.17 -1.96 0.457
H 1.21 0.66 -3.11 0.348
O -0.08 0.65 -4.72 -0.660
H 0.74 -2.53 -0.52 0.227
```

Entry 11:
A molecular structure, C18H27CeO2 at a distorted geometry. Source: the OMol25 dataset; level of theory: wB97M-V/def2-TZVPD.

HOMO-LUMO gap = 2.416 eV
spin multiplicity = 2
total charge = -2

The geometry in XYZ format:
```
48
Properties=species:S:1:pos:R:3:mulliken_charge:R:1
H 3.13 2.23 1.57 0.096
C 0.61 -1.63 2.06 -0.439
C 2.61 3.22 -0.91 -0.636
H 0.32 -2.17 -2.20 0.479
H -4.66 0.39 0.91 0.283
C -0.14 -1.19 -2.18 -0.610
H -2.40 -1.07 3.49 0.217
H -4.12 -1.53 3.40 0.414
C 2.16 3.72 0.40 0.433
H 2.32 -1.72 -0.83 0.519
C -4.41 -0.65 0.68 -1.357
H -5.28 -1.28 0.91 0.413
C 1.86 -1.48 0.13 -0.731
H 2.89 2.15 -0.84 -0.132
H 0.80 4.95 1.36 0.389
H 1.96 3.26 2.43 0.217
O -0.89 2.17 0.61 0.413
C 1.49 -0.52 2.19 -0.639
C -1.75 0.47 -2.09 -0.485
O -2.02 -0.47 1.01 -0.101
H -2.71 0.98 -2.04 0.367
H -3.63 0.17 3.19 0.304
C 0.52 0.07 -2.38 -0.401
H -1.29 3.96 -0.15 0.183
Ce -0.29 0.17 0.15 -0.159
H 1.58 0.22 -2.58 0.430
H 3.48 3.74 -1.36 0.319
H -0.31 2.16 -2.52 0.493
C 0.79 4.29 0.48 -1.194
C -3.21 -1.10 1.49 0.587
C 2.27 -0.43 1.00 -0.510
C -3.35 -0.87 2.98 -1.397
H 0.64 4.92 -0.41 0.281
C -0.48 1.10 -2.34 -0.393
H 1.78 3.30 -1.64 0.064
C -1.53 -0.94 -1.99 -0.477
H 1.61 0.12 3.08 0.397
H 3.09 0.27 0.81 0.653
H 3.58 3.88 2.06 0.272
H -4.20 -0.72 -0.39 0.226
H -0.08 -2.00 2.83 0.526
C -0.65 3.57 0.64 -0.938
C 2.75 3.26 1.66 -1.021
H -3.08 -2.18 1.33 0.219
H 0.33 -3.11 0.39 0.389
H -1.08 3.91 1.59 0.157
H -2.30 -1.70 -1.84 0.451
C 0.83 -2.22 0.78 -0.568
```

Entry 12:
2 unconnected molecules or ions with the total composition C3H9BrNPS at a distorted geometry. Source: the OMol25 dataset; level of theory: wB97M-V/def2-TZVPD.

ΔE to the lowest compared entry with this formula, charge and spin = 0.000 eV
HOMO-LUMO gap (spin up / spin down) = 8.425 / 6.973 eV
spin multiplicity = 3

The geometry in XYZ format:
```
16
Properties=species:S:1:pos:R:3:mulliken_charge:R:1
H 0.70 0.91 1.82 0.360
H 1.92 -0.27 1.54 0.342
H 0.51 -2.39 -0.93 0.309
H -1.41 1.42 1.07 0.273
S -0.05 1.17 -3.17 -0.213
H 1.89 -1.14 -0.99 0.305
C 1.12 -1.61 -0.34 -0.886
Br -2.29 -1.66 -0.25 -0.285
H 1.67 -2.05 0.52 0.333
H -2.83 1.12 0.11 0.369
P -0.94 -0.03 -0.68 0.459
N 0.31 -0.56 0.35 -0.107
H -1.83 2.40 -0.38 0.322
C 1.21 0.36 1.01 -0.955
C -1.85 1.41 0.08 -0.952
H 1.85 0.92 0.25 0.328
```

no.,E (eV)
1,-7380.20853
2,-9371.62862
3,-8273.01877
4,-18745.98826
5,-10950.43401
6,-24082.34940
7,-255918.75681
8,-12981.07426
9,-6976.65365
10,-31198.73578
11,-36125.22617
12,-94910.99113